a.
16
Properties=species:S:1:pos:R:3 method="wB97M-V/def2-TZVPD" lumo_energy_ev=-1.14 total_charge=0 homo_lumo_gap_ev=9.08
N 1.450 -1.642 0.755
C 0.810 -0.264 0.653
C 1.736 0.510 -0.282
O 2.747 0.133 -0.840
O 1.174 1.741 -0.603
C -0.564 -0.369 -0.043
N -1.090 -1.327 -0.662
O -2.306 -1.012 -0.711
N -2.719 0.266 -0.021
C -1.475 0.749 0.331
O -1.162 1.967 0.434
H 1.113 -2.054 -0.153
H 2.460 -1.489 0.552
H 0.796 0.208 1.659
H 0.273 1.925 -0.177
H -3.241 0.658 -0.893



b.
16
Properties=species:S:1:pos:R:3 method="wB97M-V/def2-TZVPD" lumo_energy_ev=-0.15 total_charge=0 homo_lumo_gap_ev=10.43
N -1.044 -1.444 -0.453
C -0.558 -0.167 -0.018
N -1.506 0.678 0.717
O -1.135 1.787 0.895
O -2.531 0.162 1.088
C 0.628 -0.482 0.960
C 1.849 0.103 0.283
O 2.923 0.015 0.748
N 1.468 0.759 -0.875
C 0.149 0.636 -1.117
O -0.434 1.091 -2.089
H -1.993 -1.500 -0.135
H -1.014 -1.409 -1.513
H 0.658 -1.512 0.947
H 0.488 -0.140 1.896
H 2.051 1.423 -1.334



Result of the stability comparison: b is the most stable of them.



a.
15
Properties=species:S:1:pos:R:3 method="wB97M-V/def2-TZVPD" lumo_energy_ev=0.38 total_charge=0 homo_lumo_gap_ev=8.61
C 0.267 0.523 -1.646
C 0.568 1.635 -0.683
C -0.034 1.329 0.611
O -1.442 0.964 0.690
C -0.506 -0.037 0.803
Se 0.098 -1.158 -0.664
H -0.598 0.766 -2.318
H 1.289 0.363 -2.152
H 1.650 1.787 -0.446
H 0.235 2.624 -1.158
H 0.262 1.945 1.533
H -0.238 -0.462 1.814
O -0.450 -3.030 1.281
H -1.370 -3.466 1.302
H 0.267 -3.782 1.032



b.
15
Properties=species:S:1:pos:R:3 method="wB97M-V/def2-TZVPD" lumo_energy_ev=0.74 total_charge=0 homo_lumo_gap_ev=8.43
C -0.786 0.148 -1.284
C -1.544 -0.658 -0.190
C 0.583 0.652 -0.706
C 1.292 -0.892 0.808
O 0.258 1.726 0.141
O 1.405 -0.145 1.991
Se -0.334 -2.017 0.674
H -0.707 -0.181 -2.343
H -1.360 1.084 -1.368
H -1.713 0.062 0.566
H -2.476 -1.245 -0.324
H 1.574 0.572 -1.283
H 2.150 -1.379 0.457
H 1.070 2.211 0.362
H 0.588 0.061 2.500



Result of the stability comparison: a is the most stable of them.



a.
26
Properties=species:S:1:pos:R:3 method="wB97M-V/def2-TZVPD" lumo_energy_ev=0.43 total_charge=0 homo_lumo_gap_ev=8.65
C 2.574 -1.704 0.647
N 1.268 -1.742 0.011
C 1.066 -0.449 -0.773
C -0.110 0.222 -0.107
C -0.862 -0.781 0.800
C 0.145 -1.924 0.966
H 2.634 -0.936 1.435
H 3.316 -1.331 -0.048
H 2.934 -2.635 1.071
H 1.910 0.231 -0.855
H 0.861 -0.936 -1.724
H -0.823 0.619 -0.830
H 0.139 1.049 0.559
H -1.756 -0.995 0.223
H -1.180 -0.390 1.758
H 0.572 -2.019 1.965
H -0.311 -2.856 0.660
O -2.899 0.754 -1.118
H -2.907 1.546 -0.612
H -3.076 1.023 -2.023
O -0.940 2.230 -2.734
H -1.532 1.971 -3.444
H -0.381 1.479 -2.512
O -0.116 2.909 2.078
H 0.276 2.388 2.794
H -0.801 2.278 1.812



b.
26
Properties=species:S:1:pos:R:3 method="wB97M-V/def2-TZVPD" lumo_energy_ev=0.41 total_charge=0 homo_lumo_gap_ev=9.32
C 1.854 0.406 0.083
C 0.920 -0.380 0.609
C 0.896 -1.911 0.691
C -0.151 0.229 1.559
C -1.610 -0.279 1.498
N -2.530 0.744 1.919
H 2.735 0.214 -0.505
H 1.785 1.463 0.283
H 1.533 -2.212 1.498
H 1.202 -2.373 -0.233
H -0.191 -2.209 0.771
H -0.178 1.311 1.407
H 0.219 0.166 2.590
H -1.950 -0.658 0.523
H -1.512 -1.199 2.101
H -3.483 0.471 1.764
H -2.407 1.132 2.842
O -0.973 0.455 -2.585
H -0.084 0.129 -2.393
H -1.576 -0.003 -1.987
O 2.600 -0.344 -3.142
H 2.641 -1.301 -3.177
H 1.753 0.050 -3.345
O -0.188 2.094 -0.713
H -1.083 2.344 -0.469
H -0.221 1.660 -1.592



Result of the stability comparison: a is the most stable of them.